[1]
{
  "formula": "C36H53N4NiOP2",
  "method": "ωB97M-V/def2-TZVPD",
  "species": ["C", "H", "H", "C", "H", "H", "C", "N", "P", "H", "C", "H", "H", "H", "H", "H", "C", "C", "H", "H", "H", "H", "H", "H", "C", "H", "H", "H", "H", "C", "C", "H", "C", "H", "H", "N", "C", "C", "H", "C", "C", "H", "H", "C", "C", "H", "C", "C", "H", "H", "H", "H", "H", "C", "C", "Ni", "H", "N", "H", "H", "C", "C", "H", "H", "P", "H", "C", "N", "H", "H", "H", "C", "H", "C", "C", "O", "H", "H", "C", "H", "H", "C", "C", "C", "C", "H", "H", "H", "H", "C", "H", "C", "H", "C", "H", "C", "C"],
  "coordinates": [[-1.55865, -3.11642, -2.76607], [0.27997, -4.02635, 5.75087], [-5.07799, -0.61271, 1.75251], [0.90814, 1.76170, -3.92663], [0.44921, -3.07425, -3.59636], [1.64254, -0.63411, 5.33821], [2.03228, -3.72916, 0.28599], [-0.58260, -1.19223, -0.96708], [-2.49699, 0.74349, 0.61297], [-5.23771, 2.36447, -1.58033], [-0.02751, -2.86951, 3.37740], [1.15060, 3.16516, -7.01074], [4.60159, -2.01666, 1.79554], [3.01157, 1.03663, -2.39926], [-3.85765, -0.96983, -0.35829], [4.46875, 0.00577, -2.25424], [-4.95484, 0.40821, 2.14455], [0.79537, 4.25301, -5.18475], [-3.44924, -2.81753, -1.68997], [0.99979, 0.78596, -3.41246], [0.73026, 5.23316, -5.67057], [3.93489, -3.88113, -1.23970], [-5.33216, 0.83072, -0.70644], [-1.73911, 3.29108, -0.50868], [-0.12974, 1.86071, 1.91329], [-1.97160, 1.00106, -2.25185], [-3.71885, 2.27471, 3.83239], [4.19257, -2.17485, -1.58337], [1.43110, -3.73714, -0.62728], [0.28769, -1.80283, -1.85503], [1.05270, 3.09240, -5.92661], [-3.17671, 3.86415, -1.36760], [3.64957, -2.55535, 1.71913], [-2.33388, 2.62861, 2.76848], [2.27929, -1.67991, -2.66844], [0.67204, -3.10383, 5.68023], [-3.37113, 2.25876, 2.78569], [-3.47813, 0.81963, 2.25717], [4.57590, 1.75296, -1.95555], [-4.89498, 1.83860, -0.67291], [4.83845, 0.25574, 0.50880], [-0.44830, -3.86920, 3.38070], [2.94270, -2.08583, 2.41432], [1.70568, -1.62693, -1.72746], [3.93532, 0.86319, -1.82046], [1.12747, -2.74421, 6.51297], [1.15855, 1.85120, -5.29293], [-1.86492, -1.58159, -0.92822], [-3.21352, 3.69713, 0.39920], [1.34183, -3.67680, 1.13613], [-2.77657, -1.17615, 2.87802], [-1.82742, 0.16024, 3.57233], [-2.88809, -1.59759, 0.98162], [0.59116, -2.37220, 4.54066], [-0.23417, -2.70593, -2.83325], [-0.06070, 0.47774, 0.53380], [-4.00938, 2.95426, 2.22032], [0.09377, 1.83914, -0.95396], [-1.96570, -3.89541, -3.41991], [5.15862, -2.97595, -0.33421], [0.53959, 2.90572, -3.19645], [0.14348, 2.64462, -1.84469], [3.00690, 2.00522, 1.31931], [-5.37474, 0.42678, 3.16428], [2.29990, -0.87851, -0.22468], [1.55992, 0.61453, 3.24105], [-3.35813, 1.80755, -0.71594], [0.37685, -0.80646, 2.19641], [-5.29978, 2.39950, 0.17859], [2.27796, 2.42027, -0.25694], [1.41345, 0.94605, -5.86073], [-2.83386, -0.14924, 3.26458], [-0.60064, -2.45714, 1.34452], [3.17353, 2.02816, 0.23263], [-3.02045, 1.29403, -2.12403], [0.38538, 2.68574, 2.54865], [5.30708, -0.67475, 0.15885], [4.54051, 0.13485, 1.56320], [4.15299, -2.91103, -0.76954], [5.59878, 1.05461, 0.48475], [-3.20629, 2.11210, -2.85164], [1.14438, -1.07926, 4.47044], [-2.83195, 3.24239, -0.52516], [0.61324, 4.17619, -3.79956], [-0.12104, -2.07823, 2.24215], [0.54804, 5.04441, -3.13845], [2.55680, -4.69714, 0.35428], [-5.56269, 1.09361, 1.54451], [-3.66555, 0.43840, -2.41378], [3.08068, -2.60083, 0.30149], [3.83403, -3.58589, 2.06931], [-2.85056, -0.96772, 0.08067], [3.98814, 2.75359, 0.04103], [1.06013, -0.35622, 3.29045], [-3.47433, -0.18781, 4.16375], [3.63294, 0.67638, -0.33688], [-2.39585, -2.54244, -1.79917]],
  "forces_ev_per_a": [[0.9, 0.2, -0.2], [0.0, 0.1, -0.1], [0.1, 0.3, 0.1], [-0.2, -0.8, 0.0], [-0.2, -0.1, 0.3], [-0.1, -0.2, -0.4], [-0.4, 0.1, 0.0], [-0.1, 0.3, 0.9], [-1.1, -0.7, -0.3], [0.1, -0.2, 0.2], [0.0, 0.2, -0.2], [0.1, 0.0, 0.3], [-0.3, -0.1, -0.1], [0.4, -0.1, 0.2], [0.2, -0.2, 0.1], [-0.2, 0.2, 0.1], [-0.3, 0.1, 0.1], [0.1, 0.2, 0.4], [0.4, 0.0, -0.2], [-0.3, 0.6, -0.3], [0.2, -0.5, 0.2], [0.1, 0.3, 0.1], [0.1, 0.3, 0.1], [-0.4, 0.0, 0.1], [3.7, 3.9, 2.5], [-0.2, -0.1, 0.1], [0.1, 0.1, -0.3], [0.0, -0.2, 0.3], [0.2, 0.0, 0.1], [1.4, 0.5, 0.3], [-0.3, 0.1, 0.1], [0.1, -0.1, 0.3], [0.4, -0.3, 0.3], [-0.4, 0.0, 0.1], [-0.1, -0.4, 0.7], [0.1, 0.1, 0.3], [-0.2, 0.0, 0.3], [0.2, 0.2, -0.4], [-0.1, -0.3, 0.0], [-0.2, 0.2, -0.1], [0.3, 0.1, -0.1], [0.1, 0.1, -0.1], [0.1, -0.1, -0.1], [-1.5, 2.0, -1.3], [0.3, 0.2, -0.2], [-0.2, -0.1, -0.5], [0.0, 0.1, 0.1], [-1.1, -0.7, -0.8], [0.1, -0.1, -0.3], [0.3, 0.0, -0.1], [0.0, 0.3, 0.2], [-0.1, -0.1, -0.1], [0.0, 0.1, -0.3], [0.0, 0.1, 0.0], [-1.1, -0.2, -0.2], [0.0, -2.2, -0.8], [0.3, -0.2, 0.2], [-0.1, 4.1, -3.5], [0.3, 0.4, 0.1], [-0.2, 0.0, 0.0], [0.4, 0.8, -0.9], [1.0, -5.0, 3.4], [0.0, -0.1, -0.2], [0.1, -0.1, -0.3], [-0.5, 0.5, -0.1], [-0.3, -0.3, -0.2], [-0.1, 0.2, 0.3], [-0.2, -0.6, 0.6], [0.2, -0.2, -0.2], [0.2, -0.1, 0.1], [-0.1, 0.5, 0.3], [0.1, -0.1, 0.1], [0.1, 0.2, 0.1], [-0.3, -0.1, 0.0], [0.3, -0.2, -0.5], [-2.5, -2.6, -2.0], [-0.1, 0.3, 0.1], [0.1, 0.0, -0.4], [0.3, -0.3, -0.2], [-0.1, -0.2, 0.0], [0.0, -0.4, 0.4], [0.2, 0.4, -0.2], [-0.1, 0.3, -0.1], [-0.3, -0.5, 0.2], [0.5, 1.0, 1.0], [-0.3, -0.1, -0.6], [0.0, 0.4, 0.0], [0.3, -0.3, 0.2], [0.5, 0.4, 0.2], [0.5, 0.9, 0.4], [0.0, 0.3, 0.0], [0.1, -0.3, -0.5], [-0.3, -0.3, 0.1], [-0.7, -0.9, 0.0], [0.3, 0.1, -0.3], [-0.1, -1.5, -0.1], [-0.1, 0.6, 1.0]],
  "multiplicity": 3,
  "orbital_gap_ev": [5.635, 5.419],
  "homo_ev": [-8.3, -8.2],
  "total_charge": 1,
  "fmax_ev_per_a": 6.1,
  "energy_ev": -105813.71179,
  "s2": 2.02,
  "lumo_ev": [-2.63, -2.83]
}

=====

[2]
{
  "formula": "C36H53N4OP2W",
  "method": "ωB97M-V/def2-TZVPD",
  "species": ["H", "C", "C", "C", "C", "H", "W", "H", "P", "H", "H", "C", "H", "C", "H", "H", "H", "H", "C", "H", "C", "H", "H", "N", "H", "H", "C", "H", "C", "H", "C", "H", "H", "H", "H", "H", "H", "H", "N", "C", "H", "C", "C", "H", "H", "C", "H", "C", "H", "C", "C", "H", "H", "C", "C", "H", "H", "N", "H", "C", "H", "H", "C", "C", "H", "C", "H", "C", "H", "C", "H", "P", "C", "O", "C", "C", "H", "H", "N", "H", "C", "H", "H", "H", "H", "H", "H", "C", "C", "H", "C", "C", "H", "H", "H", "C", "C"],
  "coordinates": [[4.54803, 0.37893, -2.06547], [-0.95717, -4.53380, -5.06111], [2.77676, 3.11528, 1.32628], [-1.42738, -2.86011, -3.35735], [4.57990, 1.88233, 0.12970], [3.56176, 3.70465, 1.82598], [0.62130, 0.04458, 0.42709], [-3.21656, 0.03539, 4.30408], [-1.66061, -1.18826, 1.17831], [-3.73611, 2.63439, -3.17150], [-0.41242, 4.30175, 5.75208], [-4.26097, -1.65248, 2.01830], [-2.68418, -1.65949, 4.22806], [3.12264, 2.28465, -3.47628], [-3.31779, -1.46162, -0.67340], [-1.29448, -5.09582, -5.91999], [-0.99166, 4.03159, 3.39608], [0.51648, 1.23606, -3.51360], [-0.02660, -2.98079, -2.88148], [0.41504, 3.04872, 6.64010], [0.21805, -3.53443, 1.35858], [-2.83567, -3.52733, -4.83102], [5.11829, 1.72310, -0.81162], [0.02378, 3.34465, 5.76988], [1.88148, 3.74647, 1.26463], [5.25238, 2.44279, 0.79434], [-0.48974, 3.05931, 3.43704], [-1.82221, -5.12099, 0.53527], [1.38148, 0.56537, -3.49296], [0.63745, -3.36867, 0.36291], [0.05648, 2.60043, 4.65358], [0.37584, -4.60056, 1.62021], [1.08265, 0.93156, 5.59767], [-2.81236, -3.52700, 2.98707], [-3.88636, 0.82960, 0.89974], [-5.14926, -1.05566, 1.76305], [1.18487, -0.41333, 3.48991], [-4.27903, 1.13785, 2.58276], [0.60484, -1.36408, -1.00199], [-2.00187, -4.04243, 0.35842], [1.05372, -5.39917, -4.97100], [0.73020, -4.01459, -3.41740], [-2.85247, -0.64382, -0.13185], [-1.19290, -3.05569, 3.60081], [-0.78861, 2.62533, 1.33749], [2.55852, 1.10392, -2.66693], [2.70881, 4.51102, -1.19677], [0.58420, 2.74550, -1.28402], [3.25861, -0.83021, -1.88517], [0.31560, -4.73458, -4.55594], [-3.08252, -0.67049, 2.30643], [1.04630, -0.40368, -3.13125], [2.55570, 2.25499, 1.96773], [-3.48964, 0.76465, 1.92650], [-1.73125, -3.63293, 2.83445], [1.74386, -4.18880, -3.02634], [-2.61521, 1.41817, 1.99248], [-1.08124, 0.93959, -0.81463], [4.39073, 0.91094, 0.60226], [2.30501, -0.54375, 1.24985], [3.86185, -0.39348, -3.49661], [2.43162, 3.13742, -3.51041], [0.75146, 0.58610, 3.49690], [-0.78104, 2.06373, -1.49047], [-4.09790, -2.31884, 1.15429], [-2.37660, 0.40746, -0.97837], [-4.50702, -2.29076, 2.88036], [3.29721, 2.70595, -0.05822], [-1.62704, -3.80123, -0.64480], [0.66798, 1.31769, 4.67355], [-3.08701, -3.89649, 0.37380], [1.99865, 1.59400, -0.91152], [-1.81723, -3.63954, -4.45071], [3.30240, -1.00567, 1.75493], [-1.77313, 2.73091, -2.23178], [-2.99190, 2.10078, -2.56870], [1.71987, 0.39735, -4.52656], [4.13135, 4.68795, -0.15693], [0.32980, 1.10467, 2.30170], [4.10378, 2.61728, -3.12320], [3.61089, 3.99797, -0.83912], [-4.09452, 0.26902, -2.32892], [4.28686, 3.83157, -1.68439], [0.79631, -2.94704, 2.08362], [3.25694, 1.94188, -4.51465], [0.80839, 3.34141, -2.19141], [-1.54586, -0.33274, 3.80625], [-3.20458, 0.83990, -2.04747], [0.77660, -2.05679, -2.02260], [-1.53902, 3.73626, -2.54043], [-1.28213, -3.21266, 1.42450], [3.61612, 0.00391, -2.50219], [0.45811, 3.47919, -0.46458], [-2.15884, -2.16801, -2.89372], [-1.48281, -4.69815, 3.00551], [-0.36330, 2.29640, 2.29312], [-2.59075, -0.67641, 3.74918]],
  "forces_ev_per_a": [[-0.3, -0.2, -0.2], [0.8, -0.5, -0.2], [-0.2, 0.0, 0.1], [1.3, 0.6, 0.3], [0.2, 0.0, 0.0], [-0.3, -0.2, -0.2], [-2.2, 1.0, 0.3], [0.2, -0.2, 0.2], [-0.3, -1.3, -0.2], [0.4, -0.4, 0.1], [0.7, -1.6, 0.1], [-0.3, 0.0, 0.0], [0.1, 0.4, -0.1], [0.2, 0.1, 0.1], [-1.0, 0.3, 0.2], [0.0, 0.0, -0.1], [0.1, -0.4, 0.0], [0.2, 0.0, -0.1], [0.0, 0.4, -0.6], [0.2, -0.2, 0.3], [0.2, 0.4, -0.1], [0.3, -0.1, 0.2], [-0.1, 0.1, 0.3], [-1.1, 1.6, -1.1], [0.2, -0.1, 0.0], [-0.1, -0.1, -0.2], [-0.3, 0.1, -1.0], [0.0, 0.5, 0.0], [-0.1, -0.2, 0.0], [0.0, -0.1, 0.2], [0.5, 0.1, 1.0], [-0.3, 0.6, -0.2], [-0.1, -0.1, -0.1], [0.4, 0.0, 0.0], [0.0, 0.1, 0.6], [0.2, -0.3, 0.2], [0.0, 0.3, 0.0], [0.1, -0.1, 0.2], [2.1, -3.1, -5.0], [-0.1, 0.0, -0.1], [-0.3, -0.4, -0.3], [1.0, -0.2, -1.3], [3.7, -1.8, -2.3], [-0.2, -0.2, -0.2], [0.3, -0.1, 0.4], [0.1, -0.3, 0.0], [0.2, -0.1, 0.1], [-0.7, 0.3, -0.5], [0.1, 0.1, -0.1], [0.2, 0.4, 1.3], [0.3, -0.4, 0.7], [0.0, 0.3, -0.2], [0.1, 0.1, -0.1], [0.1, 0.1, -0.3], [-0.2, 0.1, 0.2], [-0.5, 0.1, -0.3], [-0.2, 0.1, 0.0], [-0.9, 0.1, 0.5], [0.1, 0.2, -0.1], [5.8, -4.0, 3.4], [0.0, 0.0, 0.2], [0.3, -0.1, 0.0], [0.1, 1.3, 1.0], [-0.4, 0.8, 0.2], [0.0, 0.3, 0.5], [0.6, -0.5, -1.2], [0.1, 0.4, -0.3], [0.2, -0.2, 0.0], [-0.1, -0.1, 0.1], [0.0, -0.6, -1.1], [0.2, -0.1, 0.0], [0.0, 1.7, -0.9], [-0.6, 1.0, 1.3], [-5.2, 2.8, -2.8], [0.0, -0.4, -0.1], [1.1, 0.8, 0.2], [-0.1, 0.2, 0.3], [-0.2, -0.2, -0.2], [-0.7, -0.3, -0.8], [-0.3, -0.1, -0.1], [0.0, 0.1, -0.1], [0.3, 0.2, 0.4], [-0.3, 0.1, 0.3], [-0.1, -0.1, -0.1], [0.0, 0.1, 0.4], [-0.1, -0.3, 0.5], [-0.4, -0.1, 0.2], [-0.2, 0.2, 0.8], [-5.2, 1.3, 5.3], [-0.1, 0.1, -0.3], [-0.5, 0.0, 0.1], [0.2, -0.1, -0.2], [0.2, -0.3, -0.2], [0.8, -0.3, -0.4], [-0.1, 0.5, -0.3], [0.6, 0.0, 1.1], [-0.4, 0.2, 0.6]],
  "multiplicity": 3,
  "orbital_gap_ev": [5.495, 5.768],
  "homo_ev": [-16.1, -16.4],
  "total_charge": 3,
  "fmax_ev_per_a": 7.8,
  "energy_ev": -66575.84859,
  "s2": 2.33,
  "lumo_ev": [-10.59, -10.67]
}